The following is a quantum chemistry calculation of the molecule C3H7NOS in a non-equilibrium geometry, from the OMol25 dataset.

SMILES = C=NOCSC
Multiplicity = 1
Calculated total energy = -646.59155 Ha

Each line ends with the Mulliken charge.
Geometry (Å):
C 2.59 -0.11 0.33  -0.8263
C 0.15 0.63 -0.27  -0.2607
C -3.04 -0.64 -0.06  -0.2683
H 3.44 -0.84 0.24  0.2837
H 2.32 -0.06 1.35  0.3038
H 2.93 0.86 -0.04  0.2771
H 0.18 0.79 0.78  0.2871
H 0.53 1.48 -0.83  0.3193
H -3.65 -1.24 0.66  0.2549
H -3.49 -0.40 -1.07  0.2682
N -1.89 -0.23 0.33  -0.3877
O -1.26 0.52 -0.72  -0.1718
S 1.19 -0.74 -0.68  -0.0793

=====

The following is a quantum chemistry calculation of a structure of composition C3H7NOS in a non-equilibrium geometry, from the OMol25 dataset.

Multiplicity = 1
Calculated total energy = -646.56678 Ha

Each line ends with the Mulliken charge.
Geometry (Å):
C 0.70 0.09 0.25  0.3809
C -1.29 1.34 -0.08  -1.0227
C 0.01 0.84 -0.75  -0.1498
N 1.18 -0.16 1.32  -0.5036
O 0.88 -1.74 -0.79  -0.5495
S 1.45 -2.72 0.21  -0.0363
H -2.21 1.58 -0.73  0.3122
H -1.09 2.34 0.49  0.2518
H -1.67 0.69 0.77  0.3105
H 0.65 1.77 -1.12  0.2324
H -0.22 0.33 -1.68  0.2652
H 1.45 -1.46 1.29  0.3375
H 0.18 -2.92 0.82  0.1714

=====

The following is a quantum chemistry calculation of the molecule C3H7NOS in a non-equilibrium geometry, from the OMol25 dataset.

SMILES = CCONC=S
Multiplicity = 1
Calculated total energy = -646.60035 Ha

Each line ends with the Mulliken charge.
Geometry (Å):
C -1.58 -0.94 2.24  -1.1734
C -0.39 -0.20 1.65  -0.0969
C 1.09 0.68 -1.06  -0.1674
H -2.37 -1.05 1.51  0.3166
H -1.30 -1.97 2.45  0.3062
H -2.03 -0.53 3.14  0.3517
H -0.71 0.82 1.36  0.2767
H 0.35 -0.04 2.42  0.3144
H 2.17 -0.24 0.50  0.2406
H 1.97 1.30 -1.24  0.2921
N 1.28 -0.02 0.05  -0.1434
O 0.24 -0.77 0.58  -0.2375
S -0.23 0.67 -2.01  -0.2796

=====

The following is a quantum chemistry calculation of the molecule C3H7NOS in a non-equilibrium geometry, from the OMol25 dataset.

SMILES = C/C(CO)=N/S
Multiplicity = 1
Calculated total energy = -646.64683 Ha

Each line ends with the Mulliken charge.
Geometry (Å):
C 1.51 -0.66 -0.58  -1.0244
C 0.36 0.11 0.04  0.9316
C -0.72 -0.63 0.77  -0.7291
H 2.06 -1.21 0.19  0.2664
H 2.16 0.00 -1.18  0.3333
H 1.16 -1.40 -1.36  0.2418
H -1.27 0.08 1.38  0.3933
H -0.26 -1.35 1.50  0.2837
H -2.16 -0.66 -0.56  0.3352
H -0.57 3.43 -0.11  0.1565
N 0.32 1.36 -0.23  -0.5052
O -1.58 -1.30 -0.16  -0.4988
S -1.00 2.23 0.30  -0.1844

=====

The following is a quantum chemistry calculation of a structure of composition C3H7NOS in a non-equilibrium geometry, from the OMol25 dataset.

Multiplicity = 3
Calculated total energy = -646.41502 Ha

Each line ends with the Löwdin spin population.
Geometry (Å):
C -0.84 0.87 0.55  0.6631
C -0.67 0.18 -1.48  0.6259
C 1.43 0.21 -0.12  0.0319
N 0.05 0.43 -0.40  0.4066
O -3.49 0.63 -0.74  -0.0020
S -2.19 0.04 -0.43  0.1409
H 0.83 -1.11 1.70  0.0018
H -0.81 0.50 1.58  0.0548
H -0.16 -0.25 -2.37  0.0426
H 0.59 -1.80 1.87  0.0027
H 2.17 0.49 -0.92  0.0107
H 1.54 0.75 0.76  0.0025
H 1.57 -0.94 0.01  0.0185

=====

The following is a quantum chemistry calculation of the ion C3H7NOS with charge +1 in a non-equilibrium geometry, from the OMol25 dataset.

Multiplicity = 2
Calculated total energy = -646.30026 Ha
Total charge = +1

Each line ends with the Löwdin spin population.
Geometry (Å):
O 1.25 -1.16 1.90  0.0003
C 0.28 -0.43 1.60  0.0005
C 0.25 0.45 0.30  0.0195
C 0.75 -0.49 -0.73  0.0664
S 0.39 0.02 -2.49  0.8266
N -1.11 1.00 -0.04  0.0426
H -0.66 -0.49 2.02  0.0011
H 0.83 1.34 0.41  0.0007
H 0.27 -1.55 -0.73  0.0238
H 1.89 -0.43 -0.68  -0.0008
H -0.96 -0.11 -2.32  0.0185
H -1.80 0.20 -0.03  0.0005
H -1.38 1.64 0.79  0.0003